w:
The following is a DFT calculation (ωB97M-V/def2-TZVPD) of a cluster of 4 separate species, C2H12NO4 in total.

* M: 114.12 g mol⁻¹
* HOMO level: -3.14 eV
* E_LUMO: 3.675 eV
* Kohn-Sham gap: 6.814 eV

```
! RIJCOSX wB97M-V def2-TZVPD def2/J DEFGRID3
* xyz -1 1
C 0.32664 1.41569 0.34296
O 0.58557 2.28456 1.31816
C -0.00506 -0.04691 0.85189
N 0.41377 -1.06320 -0.14693
H -0.60394 1.66380 -0.24648
H 1.18068 1.18934 -0.34492
H 0.43588 -0.19166 1.83669
H -1.07418 -0.19842 0.98192
H 1.36511 -0.84887 -0.44480
H 0.42647 -1.98835 0.26380
H 3.11975 1.35172 0.45900
H 3.57894 0.00446 0.71657
O 3.65681 0.66493 0.00992
H -1.57529 1.01765 -1.20826
H -1.36161 -0.38593 -1.76349
O -2.04542 0.28805 -1.65448
H -2.93805 -1.01771 -0.66126
H -2.33074 -2.21956 0.04155
O -3.15534 -1.91959 -0.35187
*
```

Atom charges from the natural (NBO) analysis, given in e for atoms 1 to 8:
1 C 0.02
2 O -0.94
3 C -0.26
4 N -0.89
5 H 0.03
6 H 0.07
7 H 0.16
8 H 0.16

***

x:
The following is a DFT calculation (ωB97M-V/def2-TZVPD) of a cluster of 4 separate species, C2H12NO4 in total.

* M: 114.12 g mol⁻¹
* HOMO level: -4.91 eV
* E_LUMO: 3.949 eV
* Kohn-Sham gap: 8.862 eV

```
! RIJCOSX wB97M-V def2-TZVPD def2/J DEFGRID3
* xyz -1 1
C -1.72322 0.10472 1.45018
N -0.80465 -0.45571 0.46995
C -1.39817 -0.91213 -0.76299
O -1.47497 0.06162 -1.79591
H -1.92087 1.17703 1.30371
H -1.28879 0.03814 2.45891
H -2.72218 -0.36536 1.49579
H -0.06504 0.22223 0.35657
H -2.41790 -1.27065 -0.65259
H -0.70959 -1.67771 -1.16812
H 2.36886 -0.13292 1.27220
H 1.41682 -1.27137 1.56848
O 2.24528 -0.88961 1.89520
H 0.93963 2.10777 -2.21059
H -0.49174 0.61276 -1.77102
O 0.69908 1.20945 -1.94735
H 1.73425 0.76022 -1.07728
H 3.05271 -0.06904 -0.50461
O 2.56049 0.75055 -0.38053
*
```

Atom charges from the natural (NBO) analysis, given in e for atoms 1 to 8:
1 C -0.41
2 N -0.69
3 C 0.10
4 O -0.84
5 H 0.16
6 H 0.18
7 H 0.18
8 H 0.39

***

Which one is most stable, and which one is least stable? x is the most stable of them, while w is the least stable.

***

w:
The following is a DFT calculation (ωB97M-V/def2-TZVPD) of a cluster of 2 separate species, C5H13NO in total.

* M: 103.16 g mol⁻¹
* HOMO level (spin up / spin down): -14.96 / -15.14 eV
* E_LUMO (spin up / spin down): -4.156 / -7.175 eV
* Kohn-Sham gap (spin up / spin down): 10.801 / 7.960 eV
* expectation value of S²: 0.769

```
! RIJCOSX wB97M-V def2-TZVPD def2/J DEFGRID3
* xyz 1 2
C 0.17166 -0.97456 -1.80766
C -0.92234 -0.75936 -0.75452
C -0.52150 -0.45317 0.65173
C -1.46418 -0.05861 1.58482
C 1.98184 -0.35990 0.59842
N 0.67156 -0.81032 1.12776
H 0.80965 -1.79755 -1.49629
H 0.77655 -0.08652 -1.96295
H -0.30427 -1.24810 -2.74710
H -1.56482 0.04121 -1.12888
H -1.56720 -1.64148 -0.71242
H -1.29496 -0.21078 2.64588
H -2.35392 0.48541 1.33072
H 1.89925 0.64127 0.17993
H 2.68867 -0.32567 1.43091
H 2.34193 -1.03687 -0.16697
H 0.66699 -0.78589 2.14086
H 0.13218 1.94186 -0.69931
H -0.37143 3.29398 -0.23481
O -0.28753 2.74562 -1.02396
*
```

Atom charges from the natural (NBO) analysis, given in e for atoms 1 to 8:
1 C -0.61
2 C -0.49
3 C 0.28
4 C -0.16
5 C -0.43
6 N -0.39
7 H 0.21
8 H 0.22

***

x:
The following is a DFT calculation (ωB97M-V/def2-TZVPD) of a cluster of 2 separate species, C5H13NO in total.

* M: 103.16 g mol⁻¹
* HOMO level (spin up / spin down): -13.32 / -15.04 eV
* E_LUMO (spin up / spin down): -5.036 / -5.227 eV
* Kohn-Sham gap (spin up / spin down): 8.288 / 9.815 eV
* expectation value of S²: 0.753

```
! RIJCOSX wB97M-V def2-TZVPD def2/J DEFGRID3
* xyz 1 2
C -0.83670 -2.01257 0.51659
N -0.55751 -0.72730 -0.16713
C 0.13475 0.20613 0.39379
C -0.47596 1.50896 0.50677
C -0.23194 2.71333 -0.27993
C 1.24652 -0.29203 1.23097
H -0.57399 -2.11092 1.56419
H -1.85456 -2.29460 0.23937
H -0.26412 -2.83621 0.06295
H -1.42420 -0.44980 -0.62199
H -1.12455 1.51733 1.36793
H -0.75346 2.70873 -1.23154
H -0.59130 3.59213 0.25920
H 0.83066 2.88001 -0.42616
H 2.11179 0.36550 1.28395
H 1.57083 -1.27572 0.90025
H 0.95270 -0.43628 2.27904
H 0.01843 -0.74429 -2.21639
H 1.29453 -0.89745 -2.98127
O 0.52810 -1.41496 -2.68060
*
```

Atom charges from the natural (NBO) analysis, given in e for atoms 1 to 8:
1 C -0.46
2 N -0.45
3 C 0.45
4 C -0.13
5 C -0.69
6 C -0.72
7 H 0.24
8 H 0.25

***

y:
The following is a DFT calculation (ωB97M-V/def2-TZVPD) of a cluster of 2 separate species, C5H13NO in total.

* M: 103.16 g mol⁻¹
* HOMO level (spin up / spin down): -14.15 / -14.15 eV
* E_LUMO (spin up / spin down): -5.226 / -8.752 eV
* Kohn-Sham gap (spin up / spin down): 8.926 / 5.399 eV
* expectation value of S²: 0.759

```
! RIJCOSX wB97M-V def2-TZVPD def2/J DEFGRID3
* xyz 1 2
C 1.26881 2.60331 -0.52945
C 0.86495 1.26293 0.13826
C 0.75940 0.12488 -0.85804
C -0.17534 -1.00634 -0.52459
C 0.75457 -3.06214 0.47050
N 0.41284 -1.87431 0.50849
H 1.13896 2.56332 -1.60342
H 0.84408 3.46992 -0.05056
H 2.34093 2.72192 -0.31653
H 1.56287 1.07936 0.96805
H -0.05856 1.36704 0.73259
H 0.70258 0.39386 -1.92302
H 1.79680 -0.16972 -1.02589
H -0.51576 -1.58114 -1.39311
H -1.08220 -0.52323 -0.15435
H 1.11201 -3.69939 1.28332
H 0.82901 -3.53777 -0.52646
H -4.00137 0.60048 2.02410
H -4.06960 -0.52287 0.98334
O -4.48497 -0.21009 1.79676
*
```

Atom charges from the natural (NBO) analysis, given in e for atoms 1 to 8:
1 C -0.61
2 C -0.41
3 C -0.45
4 C -0.29
5 C 0.00
6 N 0.06
7 H 0.21
8 H 0.24

***

Which one is most stable, and which one is least stable? w is the most stable of them, while y is the least stable.

***

w:
The following is a DFT calculation (ωB97M-V/def2-TZVPD) of a cluster of 2 separate species, C4H12NOS in total.

* M: 122.21 g mol⁻¹
* HOMO level: -2.52 eV
* E_LUMO: 3.440 eV
* Kohn-Sham gap: 5.964 eV

```
! RIJCOSX wB97M-V def2-TZVPD def2/J DEFGRID3
* xyz -1 1
C -1.56673 -0.17125 -0.29749
N -0.30001 0.12774 0.32446
C 0.45764 1.09142 -0.50603
C 1.73976 1.64280 0.12415
S 2.86228 2.48579 -1.08423
C -2.14241 -1.57951 -0.04032
H -1.43683 -0.04494 -1.37263
H -2.36392 0.56821 -0.10877
H -0.26910 0.16659 1.32550
H 0.77903 0.59511 -1.43569
H -0.14782 1.93557 -0.80890
H 1.39815 2.33249 0.92166
H 2.38491 0.93187 0.63220
H -2.91950 -1.61223 0.71221
H -1.29078 -2.19582 0.28728
H -2.39963 -2.06022 -0.98571
H 1.00280 -1.31119 0.60164
H 2.41506 -1.10110 0.76900
O 1.79712 -1.80132 0.94170
*
```

Atom charges from the natural (NBO) analysis, given in e for atoms 1 to 8:
1 C -0.21
2 N -0.68
3 C -0.24
4 C -0.53
5 S -0.72
6 C -0.63
7 H 0.19
8 H 0.15

***

x:
The following is a DFT calculation (ωB97M-V/def2-TZVPD) of a cluster of 2 separate species, C4H12NOS in total.

* M: 122.21 g mol⁻¹
* HOMO level: -2.42 eV
* E_LUMO: 3.485 eV
* Kohn-Sham gap: 5.900 eV

```
! RIJCOSX wB97M-V def2-TZVPD def2/J DEFGRID3
* xyz -1 1
C -0.89745 -0.52987 -1.10259
N -0.19080 -0.20905 0.13721
C 1.12338 0.52830 -0.17772
C 1.45330 1.51876 0.98910
S 2.82556 2.44289 0.39702
C -0.39737 -1.86288 -1.69347
H -2.00987 -0.59757 -0.87780
H -0.88042 0.32078 -1.80810
H 0.17740 -1.07570 0.51722
H 1.18015 1.15868 -1.07973
H 2.08954 -0.02218 -0.23590
H 1.59504 0.87096 1.88698
H 0.44515 1.96642 1.17648
H -1.26855 -2.48280 -1.46611
H -0.40533 -1.79902 -2.76526
H 0.62339 -2.12967 -1.41264
H -2.40577 1.18612 2.64847
H -1.18254 0.35116 2.09183
O -1.87480 0.36466 2.77501
*
```

Atom charges from the natural (NBO) analysis, given in e for atoms 1 to 8:
1 C -0.20
2 N -0.67
3 C -0.29
4 C -0.54
5 S -0.68
6 C -0.66
7 H 0.16
8 H 0.19

***

Which one is most stable, and which one is least stable? w is the most stable of them, while x is the least stable.

***

w:
The following is a DFT calculation (ωB97M-V/def2-TZVPD) of a structure of composition C20H15BrCsIN3O4.

* M: 701.07 g mol⁻¹
* HOMO level: -4.67 eV
* E_LUMO: 2.283 eV
* Kohn-Sham gap: 6.956 eV

```
! RIJCOSX wB97M-V def2-TZVPD def2/J DEFGRID3
* xyz -1 1
Cs -1.36616 1.24848 -0.90011
C 2.67351 2.96367 -0.35075
C 2.72094 2.08924 0.86622
N 3.74686 2.19052 1.67207
C 3.79853 1.40051 2.76944
C 2.85133 0.45794 3.07300
C 3.06131 -0.38920 4.29971
O 3.49845 -1.71719 3.99946
C 1.73098 0.30584 2.21632
C 0.78896 -0.75214 2.44711
N -0.28104 -0.95484 1.76982
C -1.17969 -1.94535 2.08442
C -1.58080 -2.23312 3.39947
C -2.55371 -3.17982 3.66455
C -3.16289 -3.87421 2.62909
C -2.78215 -3.61443 1.31902
C -1.81448 -2.66231 1.05881
I -1.21705 -2.31419 -0.93396
C 1.61122 1.17577 1.08263
O 0.63300 1.15965 0.28492
H 3.61005 3.50949 -0.44004
H 1.84319 3.67083 -0.28609
H 2.50662 2.35778 -1.24375
H 4.65876 1.55754 3.41459
H 2.13999 -0.50572 4.87058
H 3.79111 0.11056 4.94629
H 4.16457 -1.64725 3.30842
H 1.06088 -1.46764 3.23468
H -1.12399 -1.67655 4.20876
H -2.84920 -3.36950 4.68958
H -3.93100 -4.60805 2.83622
H -3.24512 -4.14977 0.50096
Br 0.17809 -1.57173 -4.77922
C -0.91588 -0.05164 -5.15936
C -1.30585 0.17391 -6.46576
C -2.09387 1.29582 -6.69255
C -2.43910 2.10632 -5.62763
C -2.00494 1.76547 -4.34888
N -1.24146 0.69107 -4.12794
C -2.41273 2.61911 -3.14035
O -1.97521 3.77655 -3.12654
O -3.12583 2.02525 -2.30498
H -1.00314 -0.49185 -7.25986
H -2.42792 1.52693 -7.69664
H -3.03515 2.99824 -5.76172
*
```

Atom charges from the Mulliken analysis, given in e for atoms 1 to 8:
1 Cs 1.07
2 C -1.10
3 C 0.96
4 N -0.73
5 C -0.64
6 C 0.73
7 C -1.04
8 O -0.52

***

x:
The following is a DFT calculation (ωB97M-V/def2-TZVPD) of a structure of composition C20H15BrCsIN3O4.

* M: 701.07 g mol⁻¹
* HOMO level: -4.69 eV
* E_LUMO: 2.202 eV
* Kohn-Sham gap: 6.890 eV

```
! RIJCOSX wB97M-V def2-TZVPD def2/J DEFGRID3
* xyz -1 1
Cs -0.56890 0.98425 0.44414
C 4.22878 3.02511 1.25199
C 4.10302 2.06135 2.39068
N 5.04127 2.02643 3.29229
C 4.92215 1.14333 4.31898
C 3.87718 0.27294 4.44891
C 3.89976 -0.67791 5.61352
O 4.10862 -2.03999 5.22361
C 2.83316 0.27134 3.47710
C 1.76858 -0.68607 3.61131
N 0.78077 -0.85058 2.80072
C -0.16233 -1.82588 3.13866
C -0.82067 -1.82769 4.37168
C -1.80499 -2.76119 4.65472
C -2.15576 -3.71437 3.71120
C -1.51292 -3.73122 2.48162
C -0.53080 -2.79603 2.19854
I 0.43776 -2.82478 0.35234
C 2.90303 1.21385 2.40460
O 2.04409 1.37264 1.50581
H 5.16051 3.57934 1.34263
H 3.38146 3.71389 1.23794
H 4.19670 2.49586 0.29725
H 5.71832 1.15812 5.05574
H 2.95954 -0.66790 6.16900
H 4.69027 -0.36724 6.30395
H 4.66550 -2.02144 4.43816
H 1.85210 -1.35947 4.46918
H -0.55968 -1.06421 5.09384
H -2.30625 -2.73484 5.61416
H -2.93145 -4.43848 3.92348
H -1.77506 -4.46961 1.73551
Br 0.89572 -1.58624 -3.34743
C -0.29260 -0.16479 -3.83602
C -0.42171 0.12799 -5.18124
C -1.25568 1.19042 -5.50475
C -1.88601 1.88604 -4.49117
C -1.70602 1.47800 -3.17334
N -0.90964 0.44798 -2.85329
C -2.37722 2.24887 -2.02781
O -2.18547 3.47568 -2.06510
O -2.98038 1.55809 -1.17928
H 0.11118 -0.44134 -5.92743
H -1.39268 1.47294 -6.54152
H -2.50669 2.74928 -4.68367
*
```

Atom charges from the natural (NBO) analysis, given in e for atoms 1 to 8:
1 Cs 0.96
2 C -0.64
3 C 0.17
4 N -0.43
5 C -0.08
6 C -0.05
7 C -0.09
8 O -0.73

***

Which one is most stable, and which one is least stable? x is the most stable of them, while w is the least stable.